# C8H12N2

One molecule with the formula C8H12N2 in a non-equilibrium geometry (ωB97M-V with the def2-TZVPD basis set, OMol25).

- energy above the lowest of the compared OMol25 structures with the same formula, charge and spin (kJ/mol) = 502.0
- HOMO (eV) = -8.482
- total energy (a.u.) = -421.3690
- max |F| (eV Å⁻¹) = 4.85
- lowest unoccupied orbital energy (eV) = 0.9

```
22
C8H12N2, DFT ωB97M-V with the def2-TZVPD basis set
N 0.645 -2.417 1.077
N 1.742 -1.678 0.813
C -1.656 -0.746 -0.985
C -2.586 -0.007 1.235
C 2.510 0.629 0.499
C 2.622 1.179 -0.932
C -1.394 -0.586 0.466
C 0.034 -0.258 0.868
C 1.426 -0.367 0.685
C -0.410 -1.591 1.060
H -2.535 -1.383 -1.054
H 3.104 0.372 -1.595
H -2.761 1.006 0.810
H -0.878 -1.350 -1.525
H -3.442 -0.578 1.153
H -1.893 0.205 -1.574
H 0.779 -3.353 0.962
H 1.608 1.530 -1.358
H 3.586 0.246 0.549
H 3.390 1.983 -1.078
H 2.332 1.348 1.271
H -2.270 0.123 2.336
```

Results of the natural (NBO) charge analysis, in e, for atoms 1 through 8: number 1, N, carries -0.3286; number 2, N, carries -0.2732; number 3, C, carries -0.6431; number 4, C, carries -0.6028; number 5, C, carries -0.4401; number 6, C, carries -0.6029; number 7, C, carries 0.0545; number 8, C, carries -0.1735